<a>
{
  "formula": "C6H11NO",
  "method": "ωB97M-V/def2-TZVPD",
  "symbols": ["C", "C", "N", "C", "C", "O", "C", "C", "H", "H", "H", "H", "H", "H", "H", "H", "H", "H", "H"],
  "coordinates": [[1.077, 1.024, 1.701], [0.636, 0.869, 0.421], [1.108, -0.349, -0.470], [1.696, -1.514, 0.200], [-0.469, -0.494, -1.268], [-0.367, -0.594, -2.453], [-1.277, 0.034, -0.256], [-2.611, 0.646, -0.589], [1.143, 0.213, 2.413], [1.380, 2.003, 2.039], [0.673, 1.744, -0.220], [1.681, -0.036, -1.247], [1.844, -2.315, -0.522], [1.014, -1.875, 0.967], [2.640, -1.224, 0.662], [-1.293, -0.569, 0.647], [-3.412, -0.092, -0.673], [-2.896, 1.354, 0.192], [-2.568, 1.174, -1.542]],
  "mulliken_charge": [-0.8281, -0.1308, -0.1281, -0.9552, 0.6861, -0.5681, -0.2746, -1.3327, 0.2500, 0.2451, 0.3212, 0.3605, 0.3396, 0.3154, 0.3789, 0.3561, 0.3069, 0.3480, 0.3095],
  "total_charge": 0,
  "homo_lumo_gap_ev": 7.7,
  "homo_energy_ev": -6.95
}



<b>
{
  "formula": "C6H11NO",
  "method": "ωB97M-V/def2-TZVPD",
  "symbols": ["C", "O", "C", "C", "C", "N", "C", "C", "H", "H", "H", "H", "H", "H", "H", "H", "H", "H", "H"],
  "coordinates": [[-3.119, 0.435, 0.390], [-2.394, -0.529, -0.381], [-1.097, -0.454, -0.090], [-0.139, -1.214, -0.594], [1.231, -1.198, -0.151], [1.546, -0.529, 1.142], [2.085, 0.075, -0.065], [1.571, 1.384, -0.504], [-2.824, 0.689, 1.437], [-4.134, 0.013, 0.557], [-2.998, 1.346, -0.167], [-0.842, 0.391, 0.639], [-0.370, -2.064, -1.238], [1.721, -2.070, -0.449], [2.234, -1.161, 1.487], [3.123, -0.217, -0.198], [2.517, 1.996, -0.583], [0.910, 1.896, 0.219], [0.979, 1.212, -1.451]],
  "mulliken_charge": [-0.7784, -0.4124, 0.0436, -0.6150, -0.0640, -0.6407, 0.2768, -1.3024, 0.3363, 0.2651, 0.3621, 0.1252, 0.2977, 0.4821, 0.2708, 0.4526, 0.3344, 0.2897, 0.2766],
  "total_charge": 0,
  "homo_lumo_gap_ev": 9.1,
  "homo_energy_ev": -8.00
}



<c>
{
  "formula": "C6H11NO",
  "method": "ωB97M-V/def2-TZVPD",
  "symbols": ["C", "C", "C", "C", "C", "C", "N", "O", "H", "H", "H", "H", "H", "H", "H", "H", "H", "H", "H"],
  "coordinates": [[-1.450, 1.425, 0.264], [-0.236, 0.398, -1.187], [0.321, 0.075, 0.705], [-0.702, -0.780, -2.026], [0.289, -1.356, 1.177], [1.602, 0.707, 0.988], [-1.293, 1.294, -0.986], [-0.803, 0.840, 1.180], [-2.316, 1.749, 0.843], [0.631, 0.919, -1.569], [-1.383, -1.435, -1.429], [0.100, -1.358, -2.277], [-1.338, -0.485, -2.840], [1.182, -1.852, 1.007], [-0.433, -1.940, 0.585], [0.101, -1.229, 2.332], [1.481, 1.102, 2.000], [1.784, 1.689, 0.509], [2.463, 0.238, 0.723]],
  "mulliken_charge": [0.0258, 0.3915, 1.1361, -1.5445, -1.3180, -1.7286, -0.6048, -0.3817, 0.3862, 0.3976, 0.2697, 0.3944, 0.4156, 0.3746, 0.2606, 0.2888, 0.3580, 0.3985, 0.4802],
  "total_charge": 0,
  "homo_lumo_gap_ev": 9.7,
  "homo_energy_ev": -8.81
}



Pick <c>: it beats the second-best structure by 35.6 kJ/mol.



<a>
{
  "formula": "C6H11NO",
  "method": "ωB97M-V/def2-TZVPD",
  "symbols": ["C", "C", "C", "O", "C", "C", "C", "N", "H", "H", "H", "H", "H", "H", "H", "H", "H", "H", "H"],
  "coordinates": [[1.732, 0.770, -0.708], [0.457, 0.579, -0.424], [-0.372, -0.443, -1.585], [-1.022, 0.445, -2.424], [-0.403, 0.139, 0.670], [-1.738, 0.823, 0.798], [0.002, -0.772, 1.583], [1.171, -1.529, 1.527], [2.225, 0.345, -1.581], [2.335, 1.461, -0.133], [0.460, -0.976, -2.056], [-1.102, -1.179, -1.260], [-0.397, 1.138, -2.677], [-2.315, 0.399, 1.618], [-2.313, 0.730, -0.124], [-1.598, 1.892, 0.973], [-0.565, -0.890, 2.497], [1.575, -1.747, 2.425], [1.869, -1.185, 0.880]],
  "mulliken_charge": [-0.7966, 0.1382, -0.6544, -0.5065, 0.5911, -1.3304, -0.3885, -0.5061, 0.2675, 0.2972, 0.3943, 0.3510, 0.3472, 0.3930, 0.3080, 0.2850, 0.3239, 0.2588, 0.2273],
  "total_charge": 0,
  "homo_lumo_gap_ev": 8.0,
  "homo_energy_ev": -7.19
}



<b>
{
  "formula": "C6H11NO",
  "method": "ωB97M-V/def2-TZVPD",
  "symbols": ["C", "C", "C", "C", "C", "C", "N", "O", "H", "H", "H", "H", "H", "H", "H", "H", "H", "H", "H"],
  "coordinates": [[0.846, 2.008, 0.240], [0.314, 0.745, -0.382], [-0.920, 0.002, 0.096], [-1.656, -0.559, -1.162], [-0.370, -1.234, 0.963], [1.100, -1.305, 0.653], [1.495, -0.281, 0.006], [2.562, 0.120, -0.417], [1.900, 2.144, 0.143], [0.600, 2.006, 1.327], [0.422, 2.848, -0.195], [0.346, 0.685, -1.511], [-1.724, 0.558, 0.691], [-2.340, -1.196, -0.673], [-0.943, -1.260, -1.676], [-2.239, 0.080, -1.992], [-0.813, -2.327, 0.816], [-0.393, -1.027, 1.994], [1.813, -2.007, 1.079]],
  "mulliken_charge": [-1.4332, -0.0660, 0.3936, -1.5766, -0.6876, -0.4358, 0.5250, -0.7371, 0.4250, 0.3162, 0.3888, 0.3485, 0.3442, 0.4754, 0.3673, 0.2565, 0.2869, 0.3442, 0.4646],
  "total_charge": 0,
  "homo_lumo_gap_ev": 9.4,
  "homo_energy_ev": -8.43
}



<c>
{
  "formula": "C6H11NO",
  "method": "ωB97M-V/def2-TZVPD",
  "symbols": ["C", "C", "C", "C", "C", "H", "H", "H", "H", "H", "H", "H", "H", "H", "H", "N", "C", "O", "H"],
  "coordinates": [[0.633, 1.949, -0.140], [0.935, 0.609, -0.625], [0.688, -0.458, 0.087], [0.886, -1.823, -0.570], [0.372, -0.550, 1.547], [1.393, 2.653, -0.230], [0.178, 1.945, 0.814], [-0.078, 2.353, -0.916], [1.246, 0.534, -1.715], [1.505, -2.475, 0.060], [1.149, -1.785, -1.693], [-0.134, -2.400, -0.546], [1.022, -0.084, 2.291], [0.334, -1.603, 1.886], [-0.660, -0.080, 1.558], [-1.945, 0.019, -0.904], [-2.687, 0.441, -0.057], [-3.469, 0.604, 0.786], [-1.370, 0.151, -1.635]],
  "mulliken_charge": [-1.3164, -0.0563, 0.8538, -1.4817, -1.2086, 0.4470, 0.3389, 0.2530, 0.3189, 0.3849, 0.2750, 0.3133, 0.3056, 0.3464, 0.1938, -0.3064, 0.5036, -0.4495, 0.2847],
  "total_charge": 0,
  "homo_lumo_gap_ev": 9.6,
  "homo_energy_ev": -8.83
}



Pick <c>: it beats the second-best structure by 161.1 kJ/mol.